The following is a DFT calculation (the ωB97M-V functional and the def2-TZVPD basis) of 2 unconnected molecules or ions with the total composition C9H14OS.

```
25
Properties=species:S:1:pos:R:3:lowdin_charge:R:1
C -0.3511 3.2101 -0.0638 -0.3708
C 1.5469 3.4280 -2.0768 -0.4751
S 1.4931 3.0686 -0.3323 0.6929
H -0.5120 2.6537 0.8653 0.0229
H -0.4774 4.2702 0.1129 0.0168
H -0.8973 2.7933 -0.8911 0.0270
H 2.5831 3.4301 -2.4230 0.0300
H 1.1544 4.4215 -2.3152 0.0377
H 1.0336 2.6622 -2.6319 0.0215
C 0.1567 -1.9215 3.0329 -0.0670
C -1.5221 -2.5800 -0.3088 -0.0064
C -1.0915 -2.7427 0.9840 -0.0572
C -0.7914 -1.5937 -1.0640 -0.3192
C -0.0476 -1.9707 1.5476 -0.2971
C 0.4515 -1.2001 -0.6913 -0.0224
C 0.7792 -1.2828 0.6985 -0.0324
O -1.1166 -1.3595 -2.3840 0.0202
H -2.3988 -3.0065 -0.7340 0.0992
H -1.5934 -3.4718 1.6216 0.1110
H -1.9941 -1.6376 -2.6647 0.0994
H 1.0348 -0.7652 -1.5066 0.1239
H -0.3883 -2.6921 3.5629 0.0658
H 0.0787 -0.9036 3.4976 0.0926
H 1.6518 -0.6857 0.8860 0.1075
H 1.2177 -2.1243 3.2781 0.0792
```

For the HOMO energy, the calculation gives -8.244 eV. The molar mass comes out at 170.28 g mol⁻¹.

=====

The following is a DFT calculation (the ωB97M-V functional and the def2-TZVPD basis) of a molecular structure, C20H26N2O2SiZr.

```
52
Properties=species:S:1:pos:R:3:lowdin_charge:R:1
C 0.1863 1.9592 1.6825 -0.1895
C -0.8891 2.1453 0.7139 -0.2176
C -2.1185 2.1209 1.4081 -0.1365
H -0.7852 2.1950 -0.3657 0.1008
C -1.8635 1.8625 2.8038 -0.1199
C -0.4396 1.7109 2.9733 -0.1828
H 0.0643 1.5471 3.9256 0.1260
H 1.2771 2.0183 1.4900 0.1334
H -3.1195 2.2364 0.9772 0.1335
H -2.6269 1.7640 3.5717 0.1269
Zr -0.9800 -0.1093 1.4750 1.5363
C -1.5913 -1.8305 0.4366 -0.3189
H -2.3991 -1.8732 1.2033 0.0260
H -0.8055 -2.6221 0.6426 0.0354
H -1.8103 -1.9495 -0.6680 0.0267
Si 0.5618 -0.7285 -1.4928 0.8627
C 1.8576 -0.7667 -2.8153 -0.4128
C 2.6843 0.4179 -2.9508 -0.1178
H 2.2966 1.4068 -2.6972 0.1031
C 4.0401 0.2662 -3.2290 -0.0577
H 4.7230 1.1201 -3.2574 0.1187
C 4.5448 -1.0143 -3.5396 -0.0481
H 5.5870 -1.1599 -3.7948 0.1105
C 3.6541 -2.0997 -3.6946 -0.0503
H 4.0135 -3.0593 -4.0963 0.1214
C 2.3010 -1.9762 -3.3643 -0.0984
H 1.6016 -2.8082 -3.3401 0.1038
C -0.7821 0.3275 -2.3941 -0.2764
C -0.2921 1.1378 -3.4304 -0.0770
H 0.6703 0.9747 -3.9289 0.0961
C -1.0296 2.2492 -3.9028 -0.0265
H -0.6352 2.8852 -4.7098 0.1280
C -2.2488 2.5697 -3.2837 -0.0359
H -2.7896 3.4984 -3.5669 0.1307
C -2.8017 1.6816 -2.3308 -0.0674
H -3.7700 1.9061 -1.8898 0.1135
C -2.0978 0.5445 -1.9222 -0.1422
H -2.6015 -0.1391 -1.2447 0.0754
H 0.2943 0.2771 -0.0437 -0.0635
H 1.9457 -0.7278 -0.8907 0.0492
C -1.8463 -1.7253 5.7795 0.0269
O -0.5651 -1.9600 5.1674 0.0553
C -0.4335 -1.5981 3.9135 -0.4852
O -1.3804 -1.0970 3.2430 -0.1111
N 0.8334 -1.6666 3.4387 0.0952
N 1.1109 -1.0142 2.1844 0.0178
H -1.6995 -2.0361 6.7940 0.1098
H -2.6459 -2.3222 5.3151 0.1226
H -2.1294 -0.6872 5.7563 0.1008
H 1.5355 -1.7083 4.1707 0.1869
H 1.9797 -0.4561 2.3066 0.1559
H 1.4143 -1.6870 1.4717 0.1062
```

For the HOMO energy (alpha / beta), the calculation gives -13.569 / -13.569 eV. Its total charge is +2. The molar mass comes out at 445.75 g mol⁻¹.

=====

The following is a DFT calculation (the ωB97M-V functional and the def2-TZVPD basis) of C4H10N2 in the gas phase.

```
16
Properties=species:S:1:pos:R:3:lowdin_charge:R:1
C -2.5628 0.4746 -0.0491 -0.0936
C 1.1992 -1.3717 0.0048 -0.0518
C 1.8838 1.1041 -0.1426 -0.0629
N -1.4077 -0.3052 0.6011 -0.0990
C 0.8044 0.0845 0.0347 -0.4052
N -0.3737 0.5107 0.2815 -0.0269
H -1.3063 -1.2782 0.3055 0.0930
H -3.4556 -0.0977 0.1972 0.0582
H -2.6098 1.4338 0.4615 0.0661
H -2.5370 0.6099 -1.1386 0.0686
H 1.0253 -1.8403 0.9777 0.0811
H 2.2543 -1.4783 -0.2399 0.0711
H 0.6090 -1.9218 -0.7357 0.0756
H 2.6449 0.9988 0.6363 0.0786
H 1.4574 2.1014 -0.0836 0.0716
H 2.3747 0.9755 -1.1108 0.0755
```

For the HOMO energy, the calculation gives -8.442 eV. The molar mass comes out at 86.14 g mol⁻¹.

=====

The following is a DFT calculation (the ωB97M-V functional and the def2-TZVPD basis) of 2 unconnected molecules or ions with the total composition C3H4F6N2.

```
15
Properties=species:S:1:pos:R:3:lowdin_spin:R:1
C -0.1335 -0.5795 -0.1491 0.5065
C -0.5964 -0.7541 1.3207 0.1021
C 1.2979 -1.2743 -0.3329 0.1142
N -0.5054 2.5329 -0.2595 0.1704
N -0.8884 -0.1201 -0.9528 0.8787
F 0.4524 -0.4273 2.0846 0.0306
F -1.6078 0.0471 1.5816 0.0121
F -0.9235 -1.9686 1.7712 0.0400
F 1.5368 -2.4841 0.1865 0.0371
F 2.2029 -0.5189 0.2101 0.0477
F 1.5462 -1.4278 -1.6502 0.0127
H -0.8095 3.4659 -0.7479 0.0007
H 0.2437 2.1148 -0.7913 0.0031
H -0.4525 -0.3255 -1.9029 0.0469
H -1.3627 1.7196 -0.3681 -0.0029
```

For the HOMO energy (alpha / beta), the calculation gives -6.799 / -10.262 eV. Its spin multiplicity is 3. As for the expectation value of S²: 2.0101. The molar mass comes out at 182.07 g mol⁻¹.

=====

The following is a DFT calculation (the ωB97M-V functional and the def2-TZVPD basis) of C8H12 in the gas phase.

```
20
Properties=species:S:1:pos:R:3:lowdin_charge:R:1
C 1.7543 3.0336 0.0544 -0.0789
C 0.5223 2.1745 0.1469 -0.3659
C -0.6736 2.7421 -0.0950 0.0421
C -0.3727 -0.1706 0.3511 -0.1022
C 0.6260 0.7299 0.2956 -0.0863
C -0.8622 -3.9116 -0.1319 -0.1290
C -1.1393 -2.4696 -0.1105 -0.1780
C -0.1481 -1.5676 0.0144 -0.1261
H 1.5053 4.0996 0.1619 0.0728
H 1.8878 3.2745 -1.0338 0.0938
H 2.7207 2.7760 0.4645 0.0704
H -1.4972 2.1033 -0.3263 0.0476
H -0.7304 3.8229 -0.2157 0.0650
H -1.3608 0.1865 0.6328 0.1104
H 1.6401 0.3610 0.0942 0.1133
H 0.0976 -4.2551 0.2312 0.0698
H -1.4430 -4.4633 0.6366 0.0810
H -1.1836 -4.2999 -1.1123 0.0809
H -2.1704 -2.1117 -0.0462 0.1079
H 0.8271 -2.0543 -0.0119 0.1116
```

For the HOMO energy, the calculation gives -7.805 eV. The molar mass comes out at 108.18 g mol⁻¹.

=====

The following is a DFT calculation (the ωB97M-V functional and the def2-TZVPD basis) of F3HOSi in the gas phase.

```
6
Properties=species:S:1:pos:R:3:lowdin_charge:R:1
O 1.4592 -0.5435 0.1478 -0.2530
F -0.7930 0.8691 1.4124 -0.0292
F -1.3990 -1.2575 -0.0271 -0.0358
F -0.6940 0.9636 -1.0829 -0.0717
Si -0.4606 -0.0095 0.1652 0.3406
H 1.8874 -0.0223 -0.6154 0.0491
```

For the HOMO energy, the calculation gives -11.845 eV. The molar mass comes out at 102.09 g mol⁻¹.

=====

The following is a DFT calculation (the ωB97M-V functional and the def2-TZVPD basis) of C9H15P in the gas phase.

```
25
Properties=species:S:1:pos:R:3:lowdin_charge:R:1
C -1.6187 -0.4605 0.1634 -0.2691
C -2.3232 0.3960 1.1227 -0.0289
C 0.4162 0.8490 0.1361 -0.1147
C -1.1664 0.9793 0.1902 -0.2479
C 1.6867 0.0821 0.8860 -0.4656
C 0.7574 -0.5611 -0.0497 -0.5282
C -1.7217 1.7574 -1.0431 -0.0049
C -0.4328 -1.3735 0.5849 -0.0557
C 1.1852 -1.4011 -1.2264 -0.0450
P 3.2403 0.7274 0.2398 0.7928
H -2.1863 -0.9537 -0.6439 0.1486
H -3.2776 0.6782 0.9873 0.0498
H 0.7669 1.5090 -0.5312 0.0551
H 1.4632 -0.1144 2.0089 0.1309
H -1.3071 1.2284 -1.8639 0.0776
H -1.2245 2.6547 -1.0275 0.0523
H -2.7324 1.7123 -0.9586 0.0498
H -0.6417 -2.4075 0.2128 0.1290
H -2.2771 0.2771 2.2251 0.1116
H -0.4326 -1.3807 1.6078 0.0747
H 1.8241 -2.1164 -0.9689 0.0255
H 1.6391 -0.7279 -2.1183 0.1301
H 0.3887 -1.8545 -1.7988 0.0715
H 4.0658 -0.5530 0.2481 -0.0792
H 3.9085 1.0532 1.6172 -0.0602
```

For the HOMO energy, the calculation gives -8.807 eV. The molar mass comes out at 154.19 g mol⁻¹.

=====

The following is a DFT calculation (the ωB97M-V functional and the def2-TZVPD basis) of C4H7ClOS in the gas phase.

```
14
Properties=species:S:1:pos:R:3:lowdin_charge:R:1
C -1.9500 -0.1504 -0.5693 -0.4906
C 0.4557 -0.6523 0.4031 -0.5634
C 0.6055 0.7576 0.8660 -0.3206
C 1.5140 -1.3880 0.0114 -0.5612
H -1.6454 -0.1264 -1.7055 0.0823
H -1.6579 0.8520 -0.2213 0.0167
H -3.0848 -0.2211 -0.4502 0.0544
H 1.6458 1.0217 1.1964 0.0921
H -0.0361 1.0586 1.8062 0.1594
H 0.7220 1.6260 -0.9789 0.1511
H 1.3849 -2.3890 -0.4761 0.0823
O 0.1951 1.7436 -0.0951 -0.1467
S -1.2377 -1.4740 0.3354 0.8260
Cl 3.0887 -0.6583 -0.1217 0.6182
```

For the HOMO energy, the calculation gives -8.725 eV. The molar mass comes out at 138.62 g mol⁻¹.

=====

Computed values of relative energy (zero: lowest compared OMol25 entry of this formula, charge and spin) (unit: kcal/mol) for the preceding records, in sequence: 20.2, 54.6, 38.2, 30.2, 34.6, 31.2, 76.6, 36.7.